A molecular structure, C43H61BiGeN4O5S2Si, computed with wB97M-V/def2-TZVPD.

The charge is +1. Its gap between HOMO and LUMO (alpha / beta) is 7.5 / 5.0 eV. The spin multiplicity is 2. The expectation value of S² is 0.772. The calculation puts the energy above the lowest of the compared OMol25 structures with the same formula, charge and spin at 0.110 eV.

Last column: Mulliken charge in e.
Cartesian coordinates (Å):
1 Bi 12.341 14.561 14.144  1.8511
2 C 13.863 16.610 19.907  -0.9611
3 C 14.808 17.208 18.871  -0.6938
4 N 14.951 16.347 17.667  0.1587
5 C 16.090 15.398 17.612  -0.5517
6 C 16.159 14.498 18.821  -1.0674
7 C 14.070 16.540 16.668  0.1404
8 S 14.540 16.037 14.996  -0.5056
9 N 12.945 17.196 16.886  -0.0578
10 C 11.671 16.723 16.818  -0.1408
11 O 11.325 15.554 16.463  -0.4845
12 C 10.618 17.709 17.240  0.5658
13 C 10.811 19.039 17.624  0.0447
14 C 9.727 19.795 18.009  -0.8105
15 C 8.437 19.249 18.025  -0.4949
16 C 8.240 17.982 17.584  -0.7030
17 C 9.324 17.208 17.249  -0.2173
18 H 13.706 17.408 20.718  0.3027
19 H 14.320 15.726 20.320  0.4083
20 H 12.952 16.299 19.391  0.1694
21 H 15.811 17.360 19.314  0.4622
22 H 14.413 18.218 18.565  0.3679
23 H 16.970 16.039 17.542  0.3800
24 H 16.042 14.875 16.640  0.2697
25 H 16.541 15.161 19.667  0.3000
26 H 16.820 13.685 18.633  0.4598
27 H 15.133 14.082 18.966  0.2053
28 H 11.824 19.536 17.622  0.2971
29 H 9.857 20.830 18.198  0.4601
30 H 7.609 19.831 18.419  0.4133
31 H 7.242 17.564 17.507  0.4509
32 H 9.173 16.168 16.879  0.2929
33 C 10.944 9.784 17.730  -1.3526
34 C 11.766 11.010 17.494  1.7680
35 C 11.548 12.158 18.461  -1.4087
36 C 13.232 10.720 17.383  -1.2927
37 O 11.409 11.659 16.174  0.4239
38 Si 10.761 11.061 14.801  -1.3723
39 S 11.126 12.345 13.110  -0.7433
40 O 9.155 10.900 14.869  0.3384
41 C 7.956 11.721 14.760  1.7482
42 C 8.159 13.035 15.493  -1.0403
43 C 7.654 11.930 13.334  -1.3729
44 C 6.936 10.811 15.471  -1.7421
45 O 11.354 9.654 14.353  0.6612
46 C 11.370 8.442 13.491  1.6818
47 C 12.822 7.974 13.478  -1.5857
48 C 10.525 7.375 14.167  -1.4829
49 C 10.824 8.776 12.143  -1.3617
50 H 11.086 9.345 18.737  0.4899
51 H 11.174 9.012 16.995  0.1673
52 H 9.886 9.969 17.524  0.2052
53 H 12.006 12.007 19.408  0.5421
54 H 10.495 12.475 18.661  0.2744
55 H 12.027 13.119 18.076  0.0178
56 H 13.634 10.264 18.320  0.4379
57 H 13.769 11.652 17.122  0.1752
58 H 13.433 9.999 16.563  0.0790
59 H 8.904 13.668 15.036  -0.1987
60 H 8.581 12.892 16.510  0.1001
61 H 7.209 13.559 15.557  0.6752
62 H 8.452 12.497 12.883  0.1638
63 H 6.692 12.505 13.186  0.3732
64 H 7.523 10.959 12.840  0.3008
65 H 7.240 10.778 16.538  0.3355
66 H 7.028 9.798 15.014  0.3056
67 H 5.967 11.296 15.345  0.4653
68 H 13.197 7.724 14.460  0.3658
69 H 13.543 8.644 12.957  0.2403
70 H 12.787 7.044 12.881  0.4710
71 H 10.758 7.325 15.239  0.3047
72 H 10.780 6.425 13.607  0.4264
73 H 9.443 7.547 14.073  0.2695
74 H 11.282 9.712 11.771  0.2332
75 H 9.740 8.991 12.117  0.2214
76 H 11.051 7.972 11.425  0.4290
77 N 16.232 14.032 12.688  -0.3609
78 C 15.028 13.414 12.880  0.4392
79 N 14.994 12.175 13.455  -0.3423
80 O 13.919 13.945 12.510  -0.5557
81 H 17.055 13.641 13.153  0.2281
82 H 16.198 15.031 12.549  0.2571
83 H 15.835 11.605 13.410  0.2743
84 H 14.168 11.728 13.129  0.1128
85 C 11.790 15.168 7.617  -0.4700
86 C 10.705 15.852 8.154  -0.7321
87 C 10.663 16.194 9.517  -0.2717
88 C 11.820 16.173 10.289  0.0457
89 C 13.000 15.633 9.699  -0.1181
90 C 12.982 15.167 8.403  -0.4794
91 Ge 11.655 16.661 12.235  0.9647
92 C 9.699 17.095 12.520  -0.0289
93 C 8.824 16.061 12.793  -0.1774
94 C 7.443 16.307 12.981  -0.4398
95 C 6.945 17.600 12.783  -0.7588
96 C 7.843 18.623 12.426  -0.5332
97 C 9.184 18.409 12.266  -0.3380
98 C 12.643 18.422 12.347  -0.0076
99 C 12.915 18.929 13.586  -0.1465
100 C 13.717 20.056 13.673  -0.4826
101 C 14.027 20.843 12.574  -0.8264
102 C 13.775 20.311 11.336  -0.3970
103 C 13.093 19.078 11.190  -0.2894
104 H 11.784 14.741 6.599  0.3943
105 H 9.780 16.003 7.547  0.3310
106 H 9.724 16.584 9.916  0.3220
107 H 13.908 15.680 10.292  0.4654
108 H 13.938 14.824 7.881  0.2769
109 H 9.172 15.043 12.802  0.2938
110 H 6.777 15.556 13.375  0.4138
111 H 5.920 17.825 12.907  0.4702
112 H 7.372 19.595 12.150  0.3291
113 H 9.919 19.185 12.072  0.4556
114 H 12.652 18.382 14.482  0.2868
115 H 14.016 20.391 14.676  0.3871
116 H 14.496 21.854 12.748  0.3145
117 H 13.975 20.898 10.398  0.3257
118 H 12.951 18.728 10.153  0.3188